# 1
66
Properties=species:S:1:pos:R:3:forces:R:3:mulliken_charge:R:1 method="wB97M-V/def2-TZVPD" relative_energy_ev=3.781 lumo_ha=-0.0035 smiles="CCN(CC)CCNC(=O)CNC(=O)c1nn(-c2ccc(OC)cc2OC)c(=O)c2ccccc12"
C 1.0126 2.6398 0.5796 0.1 0.0 0.3 -1.10
C 0.4842 2.2618 1.9647 0.1 0.1 -0.4 -0.68
N -0.8552 1.6961 1.8907 -0.1 0.0 0.1 1.10
C -0.9742 0.3388 2.3876 0.0 -0.2 0.2 -0.06
C -0.8926 0.1866 3.9102 0.0 0.1 -0.4 -1.51
C -1.9192 2.5908 2.3071 0.0 0.2 -0.2 -0.93
C -2.1806 3.6318 1.2103 -0.1 0.1 0.1 -0.99
N -2.2483 2.9245 -0.0442 0.2 -0.2 0.3 0.30
C -3.0918 3.2030 -1.0454 0.2 -0.3 -0.3 0.64
O -3.7923 4.1916 -1.0997 -0.3 0.3 -0.1 -0.71
C -3.0997 2.1538 -2.1731 -0.4 0.1 0.1 -0.77
N -2.2348 1.0256 -1.9534 0.2 0.1 -0.2 -0.26
C -2.6603 -0.0733 -1.2859 0.1 0.4 -0.3 0.35
O -3.8247 -0.2563 -0.9866 -0.1 -0.1 0.2 -0.71
C -1.5542 -1.0258 -0.9538 0.7 -0.1 0.2 0.28
N -0.3618 -0.5163 -0.9940 -1.0 0.3 -0.2 -0.64
N 0.7035 -1.2376 -0.6758 0.2 -0.3 0.2 0.51
C 1.9471 -0.5510 -0.7074 0.4 0.1 0.0 -0.72
C 2.3928 0.0434 -1.8704 -0.1 -0.3 0.4 -0.32
C 3.6102 0.7009 -1.9130 0.3 0.2 -0.1 -0.78
C 4.3967 0.7476 -0.7683 -0.2 -0.1 0.0 0.31
O 5.6105 1.3486 -0.6812 -0.2 -0.2 0.3 -0.45
C 6.1465 1.9582 -1.8323 0.1 0.1 -0.2 -0.89
C 3.9443 0.1575 0.4141 0.1 0.0 0.1 -0.22
C 2.7191 -0.4829 0.4660 -0.1 0.1 -0.3 0.83
O 2.1683 -1.0188 1.5800 -0.1 0.1 -0.4 -0.21
C 2.9566 -1.1151 2.7427 0.1 0.0 0.2 -1.22
C 0.6934 -2.5868 -0.3309 0.1 -0.2 -0.1 0.86
O 1.7312 -3.1892 -0.1465 -0.1 0.0 0.0 -0.71
C -0.6470 -3.1656 -0.2531 -0.5 0.0 0.0 -0.12
C -0.7847 -4.5031 0.1207 0.1 0.0 0.0 -0.70
C -2.0350 -5.0735 0.1934 0.1 0.0 0.0 -0.56
C -3.1638 -4.3141 -0.1095 0.0 0.0 0.0 -0.58
C -3.0476 -2.9940 -0.4826 -0.2 0.0 0.0 -0.82
C -1.7847 -2.3935 -0.5595 0.3 -0.4 0.2 1.14
H 0.4616 3.4744 0.1576 -0.1 0.1 -0.1 0.40
H 0.9240 1.7893 -0.0904 0.0 -0.1 -0.1 0.01
H 2.0625 2.9161 0.6462 0.2 0.1 -0.1 0.44
H 1.1641 1.5234 2.3964 0.0 0.0 0.1 0.29
H 0.4975 3.1439 2.6179 0.0 -0.1 0.1 0.34
H -1.9317 -0.0607 2.0365 0.0 -0.1 0.0 0.41
H -0.1780 -0.2499 1.9256 -0.1 0.0 0.0 -0.43
H 0.0428 0.5945 4.2874 0.1 0.0 0.1 0.30
H -0.9429 -0.8659 4.1765 0.0 -0.1 0.1 0.47
H -1.7161 0.7052 4.3952 -0.1 0.0 0.1 0.36
H -1.7005 3.1083 3.2544 0.0 -0.1 0.0 0.40
H -2.8247 1.9949 2.4401 0.0 0.0 0.0 0.49
H -3.1231 4.1581 1.3767 0.1 0.0 0.0 0.53
H -1.3748 4.3741 1.1857 -0.1 0.0 0.1 0.27
H -1.7134 2.0641 -0.0274 -0.1 0.1 -0.1 -0.32
H -2.8458 2.6489 -3.1127 0.0 0.0 0.1 0.39
H -4.1256 1.7796 -2.2430 0.1 0.1 -0.1 0.32
H -1.2386 1.1321 -2.0779 -0.1 -0.1 0.0 0.31
H 1.7788 -0.0157 -2.7561 -0.1 0.0 -0.1 0.48
H 3.9316 1.1533 -2.8360 0.1 0.1 -0.1 0.44
H 5.5127 2.7783 -2.1841 0.0 0.0 0.0 0.34
H 6.2886 1.2338 -2.6399 0.0 0.0 0.0 0.35
H 7.1142 2.3553 -1.5306 -0.1 0.0 -0.1 0.26
H 4.5843 0.2292 1.2774 0.0 0.0 0.1 0.50
H 3.8651 -1.6935 2.5571 0.0 0.0 0.0 0.40
H 3.2233 -0.1259 3.1297 0.0 0.0 0.0 0.39
H 2.3385 -1.6354 3.4726 0.1 0.0 0.0 0.27
H 0.1111 -5.0623 0.3448 0.1 0.0 0.0 0.51
H -2.1435 -6.1082 0.4824 0.0 -0.1 0.0 0.42
H -4.1424 -4.7674 -0.0528 -0.1 0.0 0.0 0.43
H -3.9211 -2.4058 -0.7108 0.0 0.0 0.0 0.55

---

# 2
69
Properties=species:S:1:pos:R:3:forces:R:3:lowdin_spin:R:1 method="wB97M-V/def2-TZVPD" relative_energy_ev=0.702 lumo_ha="0.0070 / 0.0060" s2=8.997 spin_multiplicity=6
Mn 0.7145 1.7353 0.9104 0.3 -1.1 1.9 4.48
N 2.2506 2.3188 2.5304 -0.1 0.2 0.0 0.03
C 1.8617 1.6744 3.7925 0.0 -0.2 0.0 0.01
C 1.8791 0.1558 3.6491 0.0 0.2 -0.1 0.00
N 1.1783 -0.3244 2.4464 0.0 -0.2 0.0 0.02
C -0.1315 -0.8979 2.7635 -0.1 0.2 0.0 0.00
C -1.1458 0.1854 3.1030 0.1 -0.1 -0.1 0.00
N -1.2945 1.0901 1.9544 0.1 0.1 0.2 0.03
C 2.0000 -1.2869 1.7106 0.1 0.2 -0.1 0.00
C 3.1551 -0.6288 0.9625 -0.2 0.0 0.1 0.00
N 2.6548 0.3931 0.0400 -0.3 0.0 0.1 0.03
H 3.2457 2.2121 2.3701 0.0 -0.1 -0.1 0.00
H 2.0713 3.3173 2.6307 0.0 0.0 0.0 0.00
H 0.8639 2.0249 4.0461 0.0 0.0 0.0 0.00
H 2.5218 1.9583 4.6176 0.0 0.0 0.0 0.00
H 1.4441 -0.2882 4.5513 0.0 -0.1 0.0 0.00
H 2.9188 -0.1771 3.5998 0.0 0.0 0.0 0.00
H -0.0635 -1.6190 3.5905 0.0 0.0 0.0 0.00
H -0.4930 -1.4272 1.8798 0.0 -0.1 0.0 0.00
H -0.8148 0.7693 3.9609 -0.1 0.0 0.0 0.00
H -2.0939 -0.2898 3.3700 0.0 0.0 0.1 0.00
H -1.6764 1.9795 2.2646 0.0 0.0 0.0 0.00
H -1.9442 0.6883 1.2915 0.0 0.0 -0.2 0.00
H 1.3613 -1.7675 0.9718 -0.1 -0.1 0.0 0.00
H 2.3991 -2.0607 2.3823 0.0 -0.1 -0.1 0.00
H 3.7114 -1.4182 0.4466 0.1 0.0 0.1 0.00
H 3.8345 -0.1481 1.6687 0.0 0.0 0.0 0.00
H 2.2768 -0.0461 -0.7914 0.0 -0.1 -0.1 0.00
H 3.4008 1.0055 -0.2656 0.0 0.1 0.0 0.00
O 1.1677 3.0124 -0.6148 0.5 0.7 -1.4 0.07
C 0.2250 2.2686 -0.9463 -0.9 -0.5 0.9 0.02
C -0.5024 1.9641 -2.1078 -0.2 0.1 -1.9 0.01
C -0.7617 2.9898 -3.0690 0.1 -0.2 0.5 0.06
C -1.5794 2.7581 -4.1419 -0.3 -0.1 -0.3 0.00
C -2.1544 1.4983 -4.3576 0.1 0.1 0.1 0.09
C -1.8950 0.4744 -3.4631 -0.1 0.1 -0.1 0.00
C -1.1021 0.6807 -2.3420 0.5 0.6 0.4 0.08
P -0.6894 -0.6520 -1.1947 0.1 -0.4 0.0 0.01
C 0.5860 -1.6191 -2.1210 -0.1 0.2 0.0 0.00
C 1.2275 -1.0577 -3.2274 -0.1 0.0 0.0 0.00
C 2.2838 -1.7089 -3.8485 0.0 0.0 0.0 0.00
C 2.7202 -2.9373 -3.3764 0.1 0.1 -0.1 0.00
C 2.1012 -3.5032 -2.2722 0.0 -0.1 0.0 0.00
C 1.0580 -2.8445 -1.6393 0.0 0.0 0.0 0.00
C -2.2160 -1.6763 -1.2703 0.0 0.0 0.0 0.00
C -2.2654 -3.0563 -1.4427 0.0 0.1 0.0 0.00
C -3.4635 -3.7444 -1.2949 0.0 0.0 0.0 0.00
C -4.6294 -3.0681 -0.9766 0.0 0.0 0.0 0.00
C -4.6021 -1.6859 -0.8465 0.0 0.0 0.0 0.00
C -3.4087 -0.9998 -0.9897 0.1 0.0 0.0 0.00
H -0.3206 3.9655 -2.9098 0.0 0.0 0.0 0.00
H -1.7866 3.5599 -4.8403 0.1 0.0 0.0 0.00
H -2.7874 1.3262 -5.2176 0.0 0.0 0.0 0.01
H -2.3142 -0.5114 -3.6313 0.0 0.0 0.0 0.00
H 0.8933 -0.1019 -3.6092 0.0 0.0 0.0 0.00
H 2.7608 -1.2526 -4.7063 0.0 0.0 0.0 0.00
H 3.5459 -3.4414 -3.8618 0.0 0.0 0.0 0.00
H 2.4399 -4.4601 -1.8946 0.0 0.0 0.0 0.00
H 0.6151 -3.2992 -0.7616 0.0 0.0 0.0 0.00
H -1.3782 -3.6083 -1.7158 0.1 0.0 0.0 0.00
H -3.4854 -4.8179 -1.4354 0.0 0.0 0.0 0.00
H -5.5554 -3.6114 -0.8415 0.0 0.0 0.0 0.00
H -5.5155 -1.1440 -0.6356 0.0 0.0 0.0 0.00
H -3.3997 0.0838 -0.9292 0.0 0.0 0.1 0.00
F 0.8804 4.5126 3.7774 0.0 0.0 0.0 0.00
B -0.3934 4.2603 3.2502 0.0 -0.1 -0.3 0.00
F -1.0714 3.2999 4.0299 0.0 0.0 0.0 0.00
F -1.1272 5.4035 3.0804 0.0 -0.1 0.0 0.00
F -0.1860 3.6154 1.9474 0.0 0.3 0.1 0.03

---

# 3
79
Properties=species:S:1:pos:R:3:forces:R:3:mulliken_charge:R:1 method="wB97M-V/def2-TZVPD" lumo_ha=-0.0474
C -0.5864 19.3910 33.8476 -1.0 1.1 -0.2 -1.30
C -1.4836 20.5548 33.3524 0.8 -0.6 0.8 0.50
C -2.7475 20.7371 34.1565 -1.1 -0.2 0.1 -0.54
O -2.5988 22.0059 34.7721 -3.5 -1.8 1.5 -0.32
C -1.5877 22.6249 34.3353 3.7 3.2 -0.1 0.66
O -1.3132 23.7729 34.6213 -0.1 -1.8 -0.8 -0.58
O -0.7928 21.7778 33.6109 0.0 0.6 -0.9 -0.34
H -0.4942 19.5160 34.9265 -0.1 -0.2 0.1 0.36
H 0.4281 19.4554 33.4542 -0.3 -0.3 -0.4 0.33
H -1.1515 18.4880 33.6166 0.6 -0.4 0.0 0.37
H -1.8675 20.4492 32.3377 1.1 0.2 -0.5 0.26
H -2.9581 19.9580 34.8891 0.2 0.2 0.2 0.28
H -3.6044 20.8083 33.4866 -0.1 -0.1 0.1 0.30
C 4.7835 22.2633 30.5622 0.4 0.2 0.5 -1.42
C 4.1467 23.4758 29.8821 -0.1 -0.6 -0.7 0.66
C 2.8192 23.1561 29.2560 -0.5 -1.6 -1.6 -0.49
O 1.8750 24.0952 29.7217 -0.3 -1.6 -1.0 -0.27
C 2.4290 24.8404 30.6268 -0.1 2.8 2.3 0.64
O 1.8031 25.7171 31.1958 2.3 -1.8 -0.7 -0.55
O 3.7936 24.4977 30.7891 -1.4 1.0 0.7 -0.36
H 4.1073 21.7253 31.2266 -0.3 0.5 0.3 0.35
H 5.6497 22.6132 31.1238 0.0 -0.1 0.2 0.33
H 5.1358 21.4471 29.9316 0.0 0.5 -0.7 0.38
H 4.7705 23.8778 29.0838 0.5 0.2 0.4 0.21
H 2.5877 22.1153 29.4823 -0.8 0.1 0.4 0.22
H 2.8011 23.1863 28.1666 0.2 0.3 0.0 0.29
C -5.8798 23.8289 28.1014 -1.4 -0.1 -1.3 -1.34
C -5.3600 25.2164 27.7106 0.6 -2.4 -0.4 0.41
C -6.3383 26.3535 27.7838 0.2 -0.6 0.7 -0.38
O -5.7271 27.1693 28.8459 -2.8 2.0 -2.0 -0.36
C -4.5192 26.7711 29.1512 0.1 -2.1 1.0 0.66
O -3.7467 27.3076 29.8772 0.0 -0.1 -0.6 -0.51
O -4.4601 25.4771 28.6973 3.6 1.3 2.0 -0.35
H -6.2326 23.3254 27.2013 0.0 -0.2 -0.1 0.34
H -6.7815 23.9524 28.7011 0.2 -0.1 0.4 0.34
H -5.1810 23.1478 28.5870 0.2 0.5 0.0 0.32
H -4.7694 25.1493 26.7969 -0.4 0.1 -0.5 0.31
H -7.2679 25.8962 28.1225 -0.3 0.8 0.2 0.30
H -6.4616 26.8029 26.7984 0.1 0.8 0.5 0.26
C -1.8351 21.8584 21.8769 0.0 -1.0 -0.8 -1.34
C -3.1830 22.4333 21.3907 3.2 -1.8 -0.6 0.47
C -4.4194 21.7635 21.8670 0.0 -1.1 0.1 -0.40
O -5.2453 22.8931 22.1471 -2.2 -2.2 -0.7 -0.31
C -4.5225 23.9633 22.1939 1.0 3.2 3.0 0.66
O -4.8616 25.0226 22.6732 0.0 -1.0 -1.3 -0.58
O -3.2355 23.6586 21.9537 -0.6 3.1 0.2 -0.34
H -1.5411 21.1442 21.1078 0.2 -0.5 0.4 0.35
H -1.8711 21.4042 22.8671 -0.4 -0.2 -0.1 0.32
H -0.9888 22.5415 21.9493 -0.5 0.6 -0.4 0.34
H -3.1593 22.5106 20.3037 -0.1 0.1 -0.2 0.27
H -4.2203 21.1741 22.7620 -0.2 0.3 0.4 0.26
H -4.8344 21.0596 21.1455 -0.4 0.5 -0.1 0.30
F 2.2425 15.4342 18.7703 -0.1 -0.6 0.2 -0.29
C 2.2964 15.2755 20.1050 -0.3 0.4 1.8 0.36
C 2.2389 16.4475 20.8849 0.9 0.0 -0.3 -0.39
C 2.4505 16.3851 22.2482 0.2 -2.2 1.1 -0.34
C 2.6394 15.1054 22.8497 -1.1 2.1 -0.1 -0.49
C 2.5236 13.9737 22.1005 0.6 -0.4 1.3 -0.32
C 2.3720 14.0254 20.7496 -0.1 0.6 -2.6 -0.37
H 2.2374 17.4252 20.4260 -0.3 0.0 -0.4 0.38
H 2.4859 17.2108 22.9434 -0.1 0.5 -0.5 0.37
H 2.6725 14.9969 23.9237 0.4 0.2 0.1 0.36
H 2.6460 13.0834 22.6996 -0.2 -0.6 -0.6 0.35
H 2.3415 13.1385 20.1340 0.0 -0.1 0.0 0.39
C -4.2727 14.2865 24.9308 -0.4 -0.2 -0.2 -0.29
Br -2.7959 12.9830 25.1162 -0.9 0.9 -0.3 0.01
Br -6.0361 13.3452 25.0821 1.2 0.6 -0.5 -0.03
Br -4.1116 15.5194 23.3234 -0.2 -1.3 1.4 -0.02
H -4.2837 14.9141 25.8220 0.3 0.0 -0.4 0.32
C -0.3888 17.7787 27.9697 -0.4 0.8 0.3 -0.35
Br -1.6295 16.8495 29.1751 0.9 0.3 -0.3 0.00
Br 1.5414 17.8087 28.5592 -1.9 0.1 -0.4 0.00
Br -1.1947 19.6409 27.6395 1.1 -1.6 0.2 -0.02
H -0.4506 17.2290 27.0304 0.3 0.4 0.2 0.37
C 2.7820 12.9037 30.9087 -0.8 -1.6 -0.3 -0.36
Br 1.3837 12.9084 32.2963 0.6 0.3 -0.7 0.00
Br 2.0240 12.5895 29.0944 0.2 0.5 0.9 -0.01
Br 3.9160 11.3011 31.2543 -0.2 1.3 0.0 -0.03
H 3.2825 13.8718 30.8895 0.2 -0.5 0.2 0.39

---

Record-wise DFT total energy values, in Eh: -1621.2593; -3183.0426; -25140.5710